[1]
Below is a structure of composition C28H52N2O2Si2Ti at a distorted geometry, with properties calculated with wB97M-V/def2-TZVPD.

The geometry in XYZ format:
```
87
Properties=species:S:1:pos:R:3:forces:R:3:lowdin_spin:R:1
O -0.5096 2.8992 -0.1113 0.65 -0.16 0.29 0.000
O -0.0937 3.3132 -2.9791 0.22 -0.09 -0.45 0.000
C -1.3289 3.4629 0.9101 0.14 0.22 -0.27 0.000
C -0.8474 3.2290 2.3400 -0.11 0.11 0.18 0.000
H -2.3027 2.9796 0.7216 0.22 0.38 0.28 0.000
H -1.4121 4.5538 0.7447 -0.23 -0.38 0.04 0.000
H -0.6552 2.1671 2.5435 -0.03 0.14 -0.03 0.000
H -1.6241 3.5704 3.0333 0.01 -0.16 -0.11 0.000
H 0.0445 3.8136 2.6063 -0.17 -0.21 -0.24 0.000
C 0.8915 3.2214 -0.0190 -0.33 -0.35 0.18 0.000
C 1.2058 4.6655 -0.3260 -0.14 0.28 -0.16 0.000
H 1.4095 2.5593 -0.7309 -0.30 0.11 0.22 0.000
H 1.2261 2.9737 1.0017 0.16 -0.04 -0.26 0.000
H 0.8750 4.9039 -1.3463 0.11 -0.01 0.33 0.000
H 2.2860 4.8497 -0.2433 -0.26 -0.05 -0.01 0.000
H 0.6927 5.3228 0.3870 0.17 -0.01 -0.17 0.000
C 0.7226 2.4006 -3.6892 0.20 0.31 -0.01 0.000
C -1.4339 3.4154 -3.4241 -0.15 0.06 0.21 0.000
C 2.1434 2.9291 -3.6523 0.29 0.05 -0.11 0.000
H 0.4179 2.3205 -4.7436 -0.15 -0.07 0.22 0.000
H 0.6421 1.4103 -3.2082 0.10 0.06 -0.27 0.000
H 2.2110 3.9112 -4.1473 -0.17 -0.27 0.31 0.000
H 2.8112 2.2659 -4.2121 -0.03 -0.05 0.22 0.000
H 2.5006 3.0246 -2.6169 -0.01 0.00 -0.33 0.000
C -1.6987 4.7891 -4.0120 -0.06 0.02 -0.18 0.000
H -2.0514 3.2435 -2.5295 -0.10 0.00 -0.32 0.000
H -1.6580 2.6492 -4.1845 0.02 0.04 0.32 0.000
H -1.4578 5.5868 -3.3029 0.00 -0.16 -0.10 0.000
H -2.7474 4.8718 -4.2918 -0.17 0.06 0.10 0.000
H -1.1344 4.9420 -4.9376 0.13 -0.01 0.21 0.000
H 1.1956 -0.9049 0.3916 0.71 1.17 1.53 0.001
Ti -0.6279 -1.0515 0.8768 -0.12 0.07 -1.12 0.737
C -0.3497 -0.2926 -1.0453 -0.27 -0.57 0.87 -0.029
Si -2.0236 -0.9991 -1.5526 -0.91 0.46 -1.75 -0.002
H -0.2434 0.8001 -1.1532 -0.40 -0.28 0.23 -0.002
H 0.4503 -0.7566 -1.6347 -0.11 -0.20 -0.03 -0.001
C -3.3962 0.2390 -1.2213 0.00 0.11 0.10 0.001
C -2.6036 -2.6316 -0.7694 0.16 -0.36 0.42 0.012
C -1.8940 -1.3368 -3.4008 0.01 -0.04 0.05 -0.003
C 1.4081 -0.5410 1.5016 -0.37 -0.55 -0.58 0.011
Si 3.3040 -0.6904 1.4141 0.78 -0.37 -0.03 0.001
H 0.9080 -1.2633 2.2007 1.03 0.42 0.22 0.001
H 1.1072 0.4922 1.7335 -0.19 -0.03 -0.50 0.006
C 4.3425 0.6692 2.1829 -0.36 0.22 0.20 0.000
C 3.6449 -0.7384 -0.4414 0.13 0.03 -0.08 0.000
C 3.5904 -2.3120 2.2862 0.19 0.00 0.01 0.001
H -1.3041 -0.5338 -3.8656 -0.21 -0.23 0.00 0.000
H -2.8871 -1.3780 -3.8755 0.32 -0.02 0.13 0.000
H -1.3817 -2.2945 -3.5798 -0.11 0.26 -0.03 0.000
H -3.7234 0.2395 -0.1719 0.05 -0.03 -0.20 0.000
H -4.2663 -0.0217 -1.8458 0.23 0.13 0.23 0.000
H -3.0729 1.2589 -1.4691 -0.10 -0.19 -0.03 0.000
H -3.0353 -2.5706 0.2453 0.19 0.04 -0.35 0.003
H -1.8551 -3.4386 -0.7728 -0.23 0.20 -0.07 0.000
H -3.4225 -2.9686 -1.4303 0.25 0.25 0.13 0.003
H 4.4485 -0.0457 -0.7234 -0.15 -0.13 0.10 0.000
H 2.7714 -0.4769 -1.0536 0.14 0.00 0.13 0.000
H 3.9682 -1.7373 -0.7465 -0.04 0.00 0.00 0.000
H 4.6536 -2.5684 2.2955 -0.10 -0.10 0.01 0.000
H 3.0319 -3.1252 1.8116 0.08 0.02 0.01 0.000
H 3.2528 -2.2378 3.3267 0.07 -0.01 -0.10 0.000
H 5.3903 0.3575 2.2530 -0.15 -0.16 -0.13 0.000
H 4.0327 0.9171 3.2024 -0.03 -0.03 -0.05 0.000
H 4.3322 1.5961 1.6006 -0.10 -0.11 0.01 0.000
C 1.7088 -6.4224 0.1264 -0.14 0.30 0.03 -0.018
C 1.8126 -5.2197 -0.5872 -0.13 -0.01 -0.07 0.003
C 1.0717 -4.0952 -0.2008 -0.03 -0.14 0.28 -0.013
C 0.2637 -4.1615 0.9529 0.66 -0.62 0.03 0.001
C 0.1908 -5.3517 1.6934 0.20 -0.18 -0.25 -0.016
C 0.8877 -6.4819 1.2615 0.15 0.29 -0.18 0.003
N -0.4419 -3.0138 1.3713 -1.28 0.90 2.35 -0.047
N -0.9128 -3.0359 2.6263 0.59 -0.76 -2.20 0.209
C -1.7953 -2.0365 3.0325 -0.23 1.52 0.10 0.006
C -2.3778 -2.2377 4.3049 0.09 -0.03 -0.07 0.050
C -3.2944 -1.3133 4.8043 0.31 -0.41 -0.14 -0.006
C -3.6361 -0.1796 4.0524 0.07 -0.02 -0.12 0.049
C -3.0470 0.0559 2.7972 0.10 -0.20 0.41 -0.001
C -2.0889 -0.8262 2.2762 -0.44 -0.85 0.63 0.040
H 2.2668 -7.3073 -0.2057 -0.28 0.46 0.19 -0.001
H 2.4701 -5.1706 -1.4654 -0.38 0.04 0.42 0.000
H 1.1473 -3.1620 -0.7743 -0.06 -0.35 0.21 0.000
H -0.4001 -5.3704 2.6052 0.06 -0.07 -0.28 -0.001
H 0.8097 -7.4147 1.8168 -0.01 0.24 -0.07 0.000
H -2.0801 -3.1353 4.8609 -0.24 0.41 -0.16 0.002
H -3.7417 -1.4984 5.7868 0.14 0.20 -0.44 -0.001
H -4.3555 0.5261 4.4817 0.26 -0.23 -0.32 0.002
H -3.3279 0.9524 2.2328 0.15 -0.30 0.26 -0.001
```
Forces are in eV/Å.

## Properties
Frontier orbital gap (spin up / spin down) (eV): 6.5277 / 7.0783
HOMO level (spin up / spin down) (eV): -10.831 / -11.519
Lowest unoccupied orbital energy (spin up / spin down) (eV): -4.3 / -4.4
Charge: +1
Spin multiplicity: 2



[2]
Below is a structure of composition C33H29FGeN3O4PdS2, with properties calculated with wB97M-V/def2-TZVPD.

The geometry in XYZ format:
```
74
Properties=species:S:1:pos:R:3:forces:R:3:lowdin_spin:R:1
Pd -0.4573 -0.6009 1.3601 0.09 -0.15 -0.19 0.019
C -2.5459 2.2925 -0.8636 -0.02 0.01 0.06 -0.006
C -1.8030 1.0143 -0.6203 0.12 -0.02 0.00 -0.022
N -0.8730 1.0035 0.2830 -0.17 0.20 -0.06 0.074
N -0.5178 2.2403 0.7987 0.02 -0.12 0.02 0.005
C 0.0761 2.1834 1.9409 -0.05 0.18 0.04 0.018
S 0.5120 0.7561 2.8308 -0.04 0.21 0.06 0.003
S 0.5469 3.6569 2.7545 0.06 -0.03 -0.07 0.010
C 0.3314 4.9324 1.4871 0.03 0.02 0.02 0.001
C -1.0736 5.3225 1.1085 -0.05 -0.04 0.11 0.000
C -2.0736 5.4547 2.0653 -0.01 -0.08 0.00 0.000
C -3.3432 5.8751 1.7012 -0.01 0.02 -0.01 0.000
C -3.6235 6.1885 0.3777 0.00 0.00 0.02 0.000
C -2.6273 6.0696 -0.5794 0.00 -0.05 -0.03 0.000
C -1.3629 5.6277 -0.2152 0.03 0.04 -0.02 0.000
C -2.1383 -0.1845 -1.4097 -0.01 0.01 -0.08 0.152
C -2.8411 -0.0087 -2.5895 0.02 0.01 -0.01 -0.011
C -3.1634 -1.0642 -3.4393 0.01 -0.01 0.01 0.227
C -2.7896 -2.3844 -3.1368 0.00 0.01 0.00 -0.007
C -2.0930 -2.6245 -1.9964 0.03 0.04 0.04 0.154
C -1.7350 -1.5526 -1.0933 0.00 -0.02 -0.14 0.082
O -1.0777 -1.8928 -0.0890 -0.21 -0.04 0.05 0.260
H -2.7215 2.7673 0.1005 0.01 0.02 0.00 -0.001
H -3.5019 2.1132 -1.3439 0.01 -0.01 0.02 0.000
H -1.9590 2.9915 -1.4582 0.04 0.04 -0.04 -0.002
H 0.9085 4.6570 0.6057 -0.01 -0.05 0.01 0.000
H 0.8355 5.7810 1.9581 0.02 0.02 -0.07 0.000
H -1.8643 5.2016 3.0976 -0.01 0.00 -0.01 0.000
H -4.1169 5.9580 2.4531 0.00 -0.01 0.00 0.000
H -4.6139 6.5209 0.0956 0.00 0.00 0.00 0.000
H -2.8361 6.3122 -1.6141 0.00 0.00 0.00 0.000
H -0.5885 5.5218 -0.9669 0.00 0.01 -0.01 0.000
H -3.1478 0.9824 -2.8856 0.00 -0.01 0.00 -0.004
H -3.7118 -0.8545 -4.3476 0.00 0.00 0.00 0.012
H -3.0545 -3.1930 -3.8039 0.00 0.00 0.00 -0.004
H -1.7697 -3.6129 -1.6978 0.00 -0.01 0.00 0.005
O -3.3713 -0.8581 0.9373 -0.04 -0.07 0.09 0.017
N -3.6030 0.0294 1.7986 -0.10 0.41 -0.12 0.000
O -4.7460 0.3361 2.1063 0.11 -0.08 0.03 0.004
O -2.6120 0.6374 2.2997 -0.02 -0.33 0.10 0.014
F -0.1059 -2.1250 2.4685 0.02 -0.19 0.16 -0.001
C 2.3865 1.0436 -0.0870 0.05 0.00 -0.06 0.000
Ge 1.8484 -0.7439 0.4678 0.05 0.20 0.09 -0.002
C 3.1339 -1.4396 1.7365 0.03 -0.08 0.08 0.000
C 2.8413 -2.0118 2.9719 -0.03 0.05 0.02 0.000
C 3.8686 -2.4774 3.7805 0.00 0.00 0.01 0.000
C 5.1892 -2.3830 3.3653 0.00 0.00 -0.01 0.000
C 5.4883 -1.8177 2.1348 0.00 0.00 0.00 0.000
C 4.4643 -1.3467 1.3254 -0.01 -0.02 0.00 0.000
C 1.6401 -1.8575 -1.1113 -0.07 -0.08 -0.02 -0.001
C 1.8170 -1.2524 -2.3290 0.00 -0.02 -0.05 0.000
C 1.7619 -1.9946 -3.5326 0.00 0.05 0.02 0.001
C 1.5231 -3.3345 -3.4919 -0.01 -0.04 0.01 0.001
C 1.3144 -3.9998 -2.2560 0.00 -0.03 -0.05 0.001
C 1.0301 -5.3876 -2.2081 0.01 0.03 -0.02 0.000
C 0.7935 -6.0068 -1.0159 -0.02 0.00 0.04 0.000
C 0.8240 -5.2652 0.1858 0.00 -0.03 -0.03 0.000
C 1.1024 -3.9295 0.1698 0.06 0.01 -0.05 0.000
C 1.3671 -3.2598 -1.0517 0.02 0.02 0.04 0.000
H 3.3686 0.9717 -0.5581 0.00 -0.01 -0.03 0.000
H 2.4735 1.6788 0.7912 0.02 0.02 0.00 0.000
H 1.6880 1.4906 -0.7917 -0.01 0.02 0.01 0.000
H 1.8109 -2.0941 3.2951 0.05 -0.02 -0.01 0.000
H 3.6333 -2.9184 4.7407 0.00 0.00 0.00 0.000
H 5.9854 -2.7500 4.0000 0.00 0.00 0.00 0.000
H 6.5161 -1.7417 1.8039 0.00 0.00 0.00 0.000
H 4.7162 -0.9103 0.3641 0.00 0.00 -0.01 0.000
H 2.0135 -0.1884 -2.3902 0.00 0.00 0.01 0.000
H 1.9165 -1.4923 -4.4789 0.00 0.00 0.00 0.000
H 1.4812 -3.9143 -4.4067 0.00 0.00 0.00 0.000
H 0.9998 -5.9457 -3.1366 0.00 0.00 0.00 0.000
H 0.5721 -7.0659 -0.9874 0.00 0.00 0.00 0.000
H 0.6108 -5.7564 1.1260 0.00 0.00 0.00 0.000
H 1.0723 -3.3705 1.0963 0.01 0.00 0.01 0.000
```
Forces are in eV/Å.

## Properties
Frontier orbital gap (spin up / spin down) (eV): 7.4468 / 5.1760
Relative energy (zero: lowest compared OMol25 entry of this formula, charge and spin) (kJ/mol): 0.0
HOMO level (spin up / spin down) (eV): -8.354 / -8.324
Lowest unoccupied orbital energy (spin up / spin down) (eV): -0.9 / -3.1
Spin multiplicity: 2



[3]
Below is a structure of composition C6H12O4 at a distorted geometry, with properties calculated with wB97M-V/def2-TZVPD.

The geometry in XYZ format:
```
22
Properties=species:S:1:pos:R:3:forces:R:3:mulliken_charge:R:1
C 1.8344 0.6717 0.2898 -0.99 -3.44 -0.29 -0.126
C -1.2797 -0.1681 -0.6843 0.47 -0.83 0.08 0.132
C 1.5249 -1.1575 -0.1485 2.85 1.47 -0.17 -0.803
C 0.4822 1.1554 0.7070 -0.32 -0.74 0.09 -0.847
C -2.4823 0.7370 -0.3949 0.26 -0.05 0.14 -1.397
C -0.3251 -0.1452 0.5253 -2.45 2.29 2.12 0.879
O 2.4699 1.3083 -0.7224 0.26 0.50 -0.88 -0.539
O -1.6801 -1.5004 -0.9105 -0.16 0.02 -0.10 -0.555
O 1.7830 -1.9146 0.9889 -0.45 -0.04 0.27 -0.548
O -0.6107 -0.8302 1.5285 0.71 0.29 -1.70 -0.709
H 1.8669 1.4564 -1.4685 0.19 0.03 0.35 0.363
H -1.8449 -1.8881 -0.0373 0.07 0.02 -0.03 0.399
H 1.0019 -1.8176 1.5702 0.26 -0.19 -0.18 0.417
H 2.5199 0.4550 1.1062 0.02 0.11 -0.14 0.433
H -0.7651 0.1680 -1.5897 0.01 -0.02 0.04 0.353
H 2.4355 -1.1699 -0.7521 0.22 -0.17 0.09 0.420
H 0.8228 -1.6224 -0.8508 -0.75 0.52 0.35 0.411
H 0.1541 1.9689 0.0598 -0.19 0.00 0.06 0.331
H 0.4415 1.4426 1.7555 -0.05 0.22 -0.04 0.335
H -2.9631 0.4269 0.5331 0.00 -0.01 0.01 0.320
H -2.1843 1.7812 -0.2984 -0.04 0.03 -0.02 0.360
H -3.2017 0.6426 -1.2069 0.08 0.00 -0.03 0.371
```
Forces are in eV/Å.

## Properties
Frontier orbital gap (eV): 9.5321
Relative energy (zero: lowest compared OMol25 entry of this formula, charge and spin) (kJ/mol): 319.5
HOMO level (eV): -9.067
Lowest unoccupied orbital energy (eV): 0.5



[4]
Below is an isolated molecule of C4H8O2, with properties calculated with wB97M-V/def2-TZVPD.

The geometry in XYZ format:
```
14
Properties=species:S:1:pos:R:3:forces:R:3:mulliken_charge:R:1
C 0.6641 1.1435 0.9212 0.02 0.07 0.03 -1.430
C 0.4056 -0.1675 0.1819 0.04 -0.02 0.01 0.738
C 0.8102 -0.0692 -1.2779 -0.01 0.30 -0.17 -0.214
O 0.6126 0.9146 -1.9537 0.06 -0.40 0.23 -0.477
C -1.0955 -0.5304 0.2298 0.02 0.14 0.29 -0.790
O -1.5050 -1.3521 -0.8461 -0.06 0.03 -0.22 -0.542
H 1.7309 1.3867 0.9499 -0.15 -0.06 0.01 0.376
H 0.3002 1.0861 1.9532 0.04 0.00 -0.16 0.364
H 0.1467 1.9622 0.4105 0.08 -0.12 0.11 0.345
H 0.9810 -0.9889 0.6263 -0.07 0.10 -0.06 0.268
H 1.2762 -0.9731 -1.7221 -0.04 0.15 0.02 0.352
H -1.3039 -1.0924 1.1439 0.01 0.10 -0.07 0.356
H -1.6906 0.3932 0.2627 0.11 -0.10 -0.04 0.319
H -1.6094 -0.7821 -1.6181 -0.05 -0.17 0.03 0.337
```
Forces are in eV/Å.

## Properties
Frontier orbital gap (eV): 10.8339
Relative energy (zero: lowest compared OMol25 entry of this formula, charge and spin) (kJ/mol): 121.5
SMILES: C[C@H](C=O)CO
HOMO level (eV): -9.912
Lowest unoccupied orbital energy (eV): 0.9



[5]
Below is an isolated molecule of C4H9FN2S at a distorted geometry, with properties calculated with wB97M-V/def2-TZVPD.

The geometry in XYZ format:
```
17
Properties=species:S:1:pos:R:3:forces:R:3:mulliken_charge:R:1
C -0.2114 0.3538 1.3949 -0.27 0.16 0.56 -1.346
C 0.0358 0.0425 -0.1137 0.70 0.90 0.65 1.247
F -1.1539 0.1757 -0.8150 -0.94 0.58 0.12 -0.351
C 1.0451 1.0432 -0.6453 0.56 -0.26 0.12 -0.126
N 0.9408 2.2328 -1.0511 -0.60 0.49 -0.07 -0.502
S -0.4717 3.2025 -1.1836 0.85 -0.38 0.02 -0.114
C 0.4655 -1.3582 -0.4912 -0.61 -0.41 1.43 -1.033
N -0.3652 -2.4008 0.1140 -0.15 -0.22 -0.49 -0.626
H -0.5775 1.4354 1.4958 0.47 -1.58 -0.15 0.296
H -1.0255 -0.3511 1.7426 0.87 0.95 -0.14 0.400
H 0.7137 0.2378 2.0819 -1.40 0.06 -1.41 0.270
H 2.0825 0.6545 -0.6087 -0.42 0.24 -0.07 0.336
H -1.4698 2.3509 -0.9452 -0.20 -0.25 0.11 0.142
H 1.4866 -1.5467 -0.1837 0.37 0.07 -0.26 0.421
H 0.3213 -1.3591 -1.5606 0.43 -0.46 -0.40 0.468
H -1.2745 -2.4579 -0.3287 0.09 0.08 -0.07 0.299
H -0.5419 -2.2553 1.0976 0.26 0.04 0.06 0.219
```
Forces are in eV/Å.

## Properties
Frontier orbital gap (eV): 9.8454
Relative energy (zero: lowest compared OMol25 entry of this formula, charge and spin) (kJ/mol): 142.5
SMILES: C[C@@](F)(/C=N\S)CN
HOMO level (eV): -9.096
Lowest unoccupied orbital energy (eV): 0.7



[6]
Below is an isolated molecule of C4H7NO, with properties calculated with wB97M-V/def2-TZVPD.

The geometry in XYZ format:
```
13
Properties=species:S:1:pos:R:3:forces:R:3:mulliken_charge:R:1
C 1.6662 0.0361 0.4947 -0.09 -0.09 0.00 -1.252
C 0.3532 -0.2030 -0.3000 0.33 0.44 -0.01 0.312
C -1.0129 -0.9486 0.0356 -0.41 -0.10 0.09 -0.461
N -1.6900 0.3214 -0.2738 0.07 0.15 0.04 -0.104
C -0.5395 1.0590 -0.3277 0.18 0.19 -0.02 0.258
O -0.3251 2.2442 -0.2682 -0.06 -0.37 -0.38 -0.612
H 2.2915 0.7175 -0.1096 -0.40 -0.27 0.07 0.298
H 1.5371 0.5713 1.4457 -0.30 -0.34 -0.19 0.314
H 2.2852 -0.8500 0.6721 -0.35 -0.02 -0.04 0.351
H 0.6344 -0.4965 -1.3242 -0.22 0.22 0.26 0.219
H -1.1640 -1.2697 1.0768 0.26 0.27 -0.17 0.219
H -1.3951 -1.7577 -0.6045 0.74 0.08 -0.02 0.271
H -2.6411 0.5759 -0.5169 0.26 -0.18 0.38 0.188
```
Forces are in eV/Å.

## Properties
Frontier orbital gap (eV): 10.6371
Relative energy (zero: lowest compared OMol25 entry of this formula, charge and spin) (kJ/mol): 116.4
SMILES: C[C@H]1CNC1=O
HOMO level (eV): -9.682
Lowest unoccupied orbital energy (eV): 1.0